# 1
Formula: C4H10N2O
Source: the OMol25 dataset
Level of theory: ωB97M-V/def2-TZVPD

Atoms and positions in Å:
C1 -2.0363 0.4646 0.2187
C2 1.6143 -0.1204 -1.1077
N1 0.8188 0.7576 1.0109
C3 -0.8053 -0.3024 -0.2440
C4 0.5012 0.4108 -0.2533
N2 1.4314 -0.2287 1.6816
O1 -1.1381 -0.9976 -1.4065
H1 -0.3614 -1.4709 -1.7282
H2 0.0737 1.2625 1.5013
H3 1.7017 0.0963 2.6122
H4 -0.4713 -1.0162 0.6817
H5 -2.2744 1.2478 -0.4991
H6 -1.8878 0.9224 1.1941
H7 -2.8817 -0.2170 0.2710
H8 2.5496 0.3274 -0.7796
H9 1.7669 -1.1992 -0.9916
H10 1.3988 0.0629 -2.1614

Computed properties:
ΔE to the lowest compared entry with this formula, charge and spin = 116.5 kcal per mole
Kohn-Sham gap (spin up / spin down) = 8.4 / 8.3 eV
E_tot = -9333.935 eV
E_HOMO (spin up / spin down) = -8.09 / -7.69 eV

***

# 2
Formula: C34H31GeN4O2SW
Source: the OMol25 dataset
Level of theory: ωB97M-V/def2-TZVPD

Atoms and positions in Å:
W1 -0.4324 0.9049 0.0458
C1 3.2375 3.2867 0.9344
C2 2.0572 2.5921 0.3544
N1 1.2884 1.8050 1.0453
N2 1.5927 1.6112 2.3536
C3 0.6794 0.9658 3.0180
N3 0.9003 0.6577 4.2938
S1 -0.8957 0.5039 2.3551
C4 1.6445 2.7827 -1.0421
C5 2.1745 3.7495 -1.8841
C6 1.6044 3.9421 -3.1307
C7 0.5158 3.1758 -3.5222
C8 0.0534 2.2052 -2.6636
N4 0.6178 2.0049 -1.4585
H1 3.0953 3.4328 2.0011
H2 3.4140 4.2477 0.4597
H3 4.1328 2.6734 0.7999
H4 1.7837 0.9087 4.7086
H5 0.2218 0.1624 4.8445
H6 3.0067 4.3599 -1.5705
H7 1.9992 4.7034 -3.7899
H8 0.0387 3.3201 -4.4805
H9 -0.7820 1.5663 -2.9245
C9 -3.5815 4.0373 0.2529
C10 -2.9917 2.6752 0.1012
O1 -1.7367 2.6089 0.0838
C11 -3.8368 1.5108 -0.0474
C12 -5.2265 1.6200 0.1605
C13 -6.0590 0.5364 0.0095
C14 -5.5282 -0.6937 -0.3776
C15 -4.1732 -0.8344 -0.6081
C16 -3.3256 0.2529 -0.4390
O2 -2.0115 0.0376 -0.6746
H10 -2.7860 4.7761 0.2614
H11 -4.1341 4.1012 1.1926
H12 -4.2847 4.2453 -0.5534
H13 -5.6489 2.5699 0.4542
H14 -7.1201 0.6391 0.1855
H15 -6.1817 -1.5466 -0.5029
H16 -3.7435 -1.7802 -0.9123
C17 -2.8331 -4.5241 -0.0653
C18 -2.6268 -3.7862 1.0953
C19 -1.5679 -2.8975 1.1703
C20 -0.6934 -2.7477 0.0922
C21 -0.9129 -3.4843 -1.0733
C22 -1.9772 -4.3718 -1.1480
Ge1 0.8485 -1.5789 0.1692
C23 1.9908 -1.7813 1.7099
C24 1.6753 -2.7471 2.6695
C25 2.5073 -2.9474 3.7597
C26 3.6565 -2.1810 3.9051
C27 3.9779 -1.2161 2.9577
C28 3.1488 -1.0175 1.8664
C29 1.7917 -1.4096 -1.5189
C30 1.1042 -1.0982 -2.6946
C31 1.7697 -1.0438 -3.9075
C32 3.1361 -1.2986 -3.9569
C33 3.8287 -1.6156 -2.7958
C34 3.1629 -1.6662 -1.5798
H17 -3.6560 -5.2243 -0.1212
H18 -3.2888 -3.9100 1.9422
H19 -1.4203 -2.3239 2.0790
H20 -0.2431 -3.3898 -1.9210
H21 -2.1294 -4.9531 -2.0475
H22 0.7921 -3.3648 2.5553
H23 2.2671 -3.7103 4.4880
H24 4.3103 -2.3443 4.7514
H25 4.8794 -0.6277 3.0663
H26 3.4109 -0.2650 1.1307
H27 0.0279 -0.9412 -2.6694
H28 1.2253 -0.8235 -4.8167
H29 3.6573 -1.2656 -4.9041
H30 4.8872 -1.8341 -2.8381
H31 3.7145 -1.9271 -0.6840

Computed properties:
charge = +2
Kohn-Sham gap (spin up / spin down) = 6.5 / 6.3 eV
spin multiplicity = 4
E_tot = -114980.557 eV
E_HOMO (spin up / spin down) = -13.38 / -13.95 eV

***

# 3
Formula: C5H15N3
Source: the OMol25 dataset
Level of theory: ωB97M-V/def2-TZVPD

Atoms and positions in Å:
C1 1.1161 -0.8712 0.1836
C2 2.4395 -0.7876 -0.5509
C3 1.1701 -0.4475 1.6402
N1 0.3366 -1.9847 -0.0403
H1 0.3460 0.1138 -0.3676
H2 -0.7341 -1.6173 -0.2392
H3 0.5837 -2.4362 -0.9176
H4 2.3106 -0.9702 -1.6190
H5 3.1256 -1.5456 -0.1643
H6 2.9093 0.1854 -0.4097
H7 1.5609 0.5646 1.7480
H8 0.1792 -0.4939 2.0890
H9 1.8242 -1.1292 2.1895
C4 -1.3927 1.4898 0.2696
N2 -2.5411 2.2660 -0.2012
C5 -0.9580 0.5452 -0.8340
N3 -1.6391 -0.6056 -0.9264
H10 -3.3055 1.6327 -0.4133
H11 -2.8612 2.9059 0.5168
H12 -1.6263 -0.9720 -1.8760
H13 -1.5924 0.8985 1.1745
H14 -0.5782 2.1841 0.4985
H15 -0.6733 1.0749 -1.7501

Computed properties:
ΔE to the lowest compared entry with this formula, charge and spin = 61.0 kcal per mole
Kohn-Sham gap = 9.7 eV
E_tot = -9896.507 eV
E_HOMO = -8.84 eV

***

- Among the records above, which one has the lowest E_tot?
  C34H31GeN4O2SW

***

- The highest E_tot belongs to which entry?
  C4H10N2O